Density functional theory data (ωB97M-V with the def2-TZVPD basis set) for a 14-piece molecular cluster, C84H210N14 overall in a non-equilibrium geometry.

```
308
Properties=species:S:1:pos:R:3:forces:R:3:mulliken_charge:R:1
C -1.900 -0.816 -8.476 -0.293 -1.125 -0.271 -1.36
C -2.018 -1.430 -7.074 0.228 1.558 -0.123 -0.28
N -1.202 -0.662 -6.131 0.941 -1.283 1.723 1.39
C -1.466 0.758 -5.917 -1.759 0.008 -0.028 0.37
C -2.970 1.066 -5.664 0.316 -1.040 -1.093 0.18
C 0.244 -0.894 -6.371 -0.079 0.503 0.617 -1.56
C 1.141 -0.783 -5.082 -0.869 0.319 -1.285 0.73
H -0.935 -1.078 -8.911 0.028 0.158 -0.115 0.33
H -2.024 0.266 -8.509 -0.070 -0.072 0.186 0.19
H -2.675 -1.280 -9.086 0.023 0.160 -0.360 0.48
H -3.069 -1.463 -6.788 -0.010 0.213 0.293 0.25
H -1.678 -2.465 -7.036 0.119 0.032 -0.163 0.07
H -0.989 1.195 -5.040 0.799 -0.545 -0.176 -0.90
H -1.177 1.310 -6.811 0.269 0.505 0.028 0.19
H -3.427 0.446 -4.893 0.340 0.208 0.461 -0.78
H -3.165 2.129 -5.527 0.110 -0.153 0.110 -0.32
H -3.489 0.725 -6.560 -0.351 0.382 -0.208 0.57
H 0.507 -0.178 -7.149 0.774 0.444 0.047 0.38
H 0.450 -1.848 -6.855 -0.471 -0.331 0.238 0.62
H 0.832 -1.541 -4.362 -0.013 0.082 0.060 -0.78
H 1.039 0.216 -4.659 -0.041 -0.076 0.214 -0.46
H 2.194 -0.913 -5.333 0.014 -0.127 -0.066 0.66
C 5.078 0.738 -2.748 0.352 -0.404 0.791 -1.60
C 3.821 1.567 -2.926 0.441 0.256 0.020 0.38
N 3.803 2.813 -2.146 -1.394 -0.210 1.089 0.20
C 2.696 3.710 -2.637 2.060 -0.233 0.061 2.59
C 3.255 4.383 -3.875 -0.889 0.880 -0.095 -1.72
C 3.578 2.500 -0.695 0.450 0.616 -0.314 0.48
C 3.950 3.677 0.228 0.000 -0.534 -0.215 -0.49
H 5.070 0.287 -1.755 -0.025 -0.262 0.088 0.18
H 6.036 1.256 -2.770 -0.206 0.454 -0.397 0.25
H 5.114 -0.083 -3.464 -0.075 0.013 -0.080 0.50
H 3.727 1.771 -3.993 -0.242 0.331 0.038 0.51
H 2.986 0.939 -2.616 -0.480 -0.244 -0.169 -0.32
H 1.739 3.232 -2.846 -0.066 -0.530 0.047 -0.70
H 2.492 4.484 -1.896 0.164 -0.199 0.194 -1.09
H 3.008 3.840 -4.787 0.285 0.046 -0.030 0.14
H 2.767 5.358 -3.904 -0.066 0.185 -0.575 0.45
H 4.322 4.589 -3.785 -0.061 -0.327 -0.011 0.53
H 4.178 1.639 -0.403 0.203 0.024 -0.155 0.30
H 2.548 2.192 -0.510 -0.433 -0.023 -0.058 -0.28
H 3.791 3.394 1.268 -0.139 -0.031 0.093 -0.04
H 3.353 4.566 0.030 0.059 0.004 -0.015 -0.45
H 5.009 3.919 0.139 -0.022 0.092 -0.188 0.46
C -2.786 3.847 4.200 -0.657 -0.361 -0.184 -0.66
C -3.271 4.175 5.611 0.078 -0.061 -0.113 -0.79
N -4.667 3.805 5.899 0.094 -0.236 -1.544 0.07
C -4.974 3.919 7.305 -0.172 1.235 0.268 -0.50
C -6.269 3.264 7.734 0.177 -0.867 0.075 -1.28
C -5.641 4.550 5.054 -0.323 -0.337 -0.477 -0.03
C -5.696 6.062 5.255 0.230 -0.031 0.199 -1.15
H -1.721 4.000 4.029 0.033 0.180 0.363 0.15
H -3.314 4.416 3.434 -0.053 0.103 -0.020 0.21
H -2.988 2.793 4.005 -0.017 -0.107 -0.094 0.28
H -2.624 3.624 6.294 -0.131 -0.004 0.226 0.52
H -3.111 5.236 5.801 0.183 0.318 0.177 0.28
H -4.119 3.644 7.923 -0.017 -0.638 -0.189 0.47
H -5.063 4.981 7.536 -0.099 0.499 0.309 0.31
H -7.121 3.580 7.132 0.038 0.163 0.177 0.28
H -6.199 2.180 7.638 0.020 -0.115 -0.189 0.33
H -6.465 3.434 8.792 -0.072 0.311 -0.049 0.40
H -6.625 4.089 5.139 -0.139 0.127 0.769 0.39
H -5.545 4.370 3.984 1.069 -0.251 -0.059 -0.34
H -4.691 6.478 5.178 0.097 0.042 0.344 0.25
H -6.130 6.285 6.229 0.088 0.364 -0.081 0.29
H -6.234 6.603 4.476 -0.400 -0.346 0.018 0.48
C 6.545 -6.333 2.771 0.447 0.779 0.515 -0.64
C 5.893 -5.712 4.048 0.183 -0.526 -0.942 -0.90
N 4.470 -5.453 3.890 -0.642 -2.354 1.790 0.71
C 3.765 -6.771 3.854 -0.273 0.048 0.946 0.02
C 3.873 -7.656 5.122 0.243 0.427 0.104 -1.55
C 3.993 -4.561 2.880 0.837 0.191 -0.455 2.14
C 4.570 -3.163 3.038 -0.642 0.325 0.521 -1.50
H 6.514 -5.608 1.958 0.120 0.038 -0.101 -0.15
H 6.121 -7.259 2.381 -0.308 0.044 0.380 0.23
H 7.589 -6.547 2.998 0.127 0.049 -0.140 0.48
H 6.057 -6.406 4.873 -0.402 -0.112 0.014 0.50
H 6.428 -4.834 4.410 0.008 0.328 -0.539 0.48
H 4.064 -7.431 3.039 0.256 0.185 -0.514 0.27
H 2.693 -6.631 3.716 -0.011 0.507 -0.137 -0.08
H 3.682 -7.125 6.055 -0.091 0.330 -0.118 0.17
H 4.849 -8.121 5.254 0.029 -0.087 -0.214 0.44
H 3.126 -8.449 5.074 0.041 -0.074 -0.181 0.45
H 4.284 -4.913 1.890 -0.135 -0.151 -0.540 -0.10
H 2.904 -4.604 2.929 0.087 0.371 -0.052 -1.61
H 4.405 -2.797 4.051 0.059 -0.135 0.262 0.23
H 5.644 -3.110 2.856 -0.061 -0.065 -0.237 0.48
H 4.031 -2.446 2.418 0.246 -0.080 -0.368 0.01
C 3.408 -2.858 -2.562 0.165 -0.553 0.994 1.28
C 4.463 -3.894 -2.962 0.281 0.101 -0.237 -1.93
N 5.222 -4.532 -1.854 -0.393 -0.966 -0.237 0.16
C 4.417 -5.403 -0.973 0.649 -0.619 -0.078 0.79
C 3.786 -6.594 -1.678 -0.799 0.841 -0.694 -1.41
C 6.054 -3.664 -1.025 -1.191 0.030 -0.500 0.64
C 6.984 -2.769 -1.766 0.534 1.170 -0.062 -1.55
H 2.696 -2.569 -3.335 0.288 -0.013 -0.154 0.09
H 3.860 -1.984 -2.093 0.058 0.248 -0.299 0.03
H 2.839 -3.311 -1.751 -0.406 -0.021 0.005 -0.47
H 4.014 -4.654 -3.601 -0.288 -0.453 0.502 0.39
H 5.140 -3.466 -3.702 0.527 0.287 0.391 0.47
H 5.043 -5.798 -0.173 0.610 0.150 -0.164 0.35
H 3.635 -4.914 -0.393 -0.348 0.668 -0.081 -0.45
H 4.348 -6.920 -2.553 0.297 -0.221 0.303 0.42
H 3.524 -7.416 -1.011 0.256 0.032 0.010 0.43
H 2.850 -6.207 -2.081 -0.313 -0.341 -0.213 -0.11
H 6.611 -4.256 -0.299 -0.202 -0.224 -0.044 0.16
H 5.340 -3.024 -0.507 0.171 0.393 0.861 -0.11
H 7.628 -3.226 -2.517 -0.150 -0.217 0.066 0.32
H 7.610 -2.276 -1.023 0.338 -0.133 0.049 0.48
H 6.462 -1.915 -2.198 -0.171 -0.170 -0.433 0.13
C 3.027 -4.466 7.338 -0.238 -0.148 -0.625 -1.38
C 1.629 -4.895 6.861 0.217 1.270 0.010 -0.21
N 0.797 -3.763 6.339 -0.124 -0.535 -0.146 -0.13
C -0.509 -4.296 5.802 0.642 -0.185 1.247 0.62
C -1.379 -5.000 6.855 0.036 0.281 0.494 -1.85
C 1.560 -3.087 5.244 -1.057 -0.338 0.778 0.50
C 0.857 -1.845 4.732 0.199 0.791 -0.561 -1.11
H 3.520 -5.367 7.705 0.020 0.152 0.487 0.45
H 2.943 -3.674 8.083 0.121 -0.196 0.197 0.41
H 3.680 -4.121 6.537 -0.124 0.032 -0.103 0.13
H 1.745 -5.644 6.078 -0.057 -0.426 -0.178 0.37
H 1.177 -5.336 7.749 -0.478 -0.047 -0.299 0.36
H -1.103 -3.472 5.408 0.314 -0.031 -0.128 0.27
H -0.329 -5.049 5.035 0.171 0.084 -0.641 -0.21
H -1.520 -4.374 7.736 -0.036 0.244 -0.028 0.38
H -2.369 -5.220 6.455 -0.006 0.093 -0.189 0.48
H -1.007 -5.945 7.251 0.342 -0.046 -0.328 0.38
H 1.711 -3.850 4.481 0.252 0.088 -0.554 -0.18
H 2.528 -2.772 5.633 -0.113 -0.153 -0.044 0.61
H 1.443 -1.299 3.993 0.654 -0.271 -0.117 -0.11
H 0.759 -1.098 5.519 -0.404 -0.223 0.267 0.34
H -0.078 -1.959 4.183 -0.281 -0.400 0.489 -0.20
C -6.922 -0.613 -2.244 0.485 0.017 0.021 -0.67
C -6.378 -2.025 -1.988 -0.583 0.682 -0.024 -0.96
N -4.983 -2.053 -1.566 0.616 0.369 0.160 0.36
C -4.767 -1.421 -0.258 -0.075 0.551 0.282 2.14
C -5.617 -1.920 0.907 0.367 -0.749 0.281 -1.93
C -4.020 -1.471 -2.547 -0.394 -1.042 0.206 1.95
C -4.041 -2.176 -3.925 0.317 0.168 0.725 -1.56
H -7.946 -0.584 -2.617 0.100 -0.204 -0.216 0.48
H -6.226 -0.177 -2.960 -0.377 0.481 -0.205 0.03
H -6.913 0.003 -1.345 0.101 -0.021 0.111 0.10
H -7.021 -2.472 -1.230 0.299 -0.408 0.037 0.57
H -6.497 -2.592 -2.911 0.144 -0.218 0.072 0.53
H -3.718 -1.481 0.031 0.278 -0.857 -0.098 -0.39
H -4.816 -0.332 -0.279 -0.624 0.346 -0.386 -1.21
H -5.454 -2.989 1.038 -0.158 -0.209 -0.178 0.35
H -5.256 -1.506 1.848 0.044 0.380 -0.085 0.45
H -6.697 -1.770 0.891 0.057 0.280 -0.417 0.48
H -3.037 -1.532 -2.079 0.125 -0.407 -0.017 -0.64
H -4.137 -0.395 -2.679 -0.347 0.366 -0.107 -0.90
H -3.045 -2.134 -4.366 -0.015 0.444 -0.224 -0.04
H -4.777 -1.706 -4.577 0.060 -0.144 -0.175 0.49
H -4.233 -3.247 -3.852 -0.340 0.015 0.280 0.57
C -0.815 8.843 0.695 -0.520 0.365 0.328 -0.88
C 0.519 8.640 1.417 -0.901 -1.355 -1.026 -0.32
N 1.432 7.912 0.504 0.902 0.233 0.101 0.07
C 2.725 7.768 1.158 1.542 1.467 0.000 -0.08
C 3.585 9.112 1.203 -1.462 -0.251 -0.623 -1.38
C 0.971 6.577 0.062 0.662 -0.203 0.572 -1.01
C 0.543 5.583 1.194 -0.654 0.886 -0.768 0.10
H -1.616 9.245 1.316 0.254 0.224 0.481 0.45
H -1.271 7.921 0.334 0.417 -0.111 -0.255 -0.08
H -0.713 9.563 -0.117 0.145 -0.244 -0.213 0.32
H 0.889 9.599 1.779 0.447 -0.152 -0.335 0.42
H 0.397 7.977 2.274 -0.311 0.205 0.589 0.28
H 3.382 7.067 0.642 -0.411 -0.225 -0.272 0.04
H 2.600 7.374 2.166 0.101 -0.036 0.414 0.25
H 4.653 8.968 1.041 -0.034 -0.257 0.665 0.41
H 3.328 9.759 2.042 0.462 -0.306 0.370 0.32
H 3.302 9.736 0.356 -0.246 -0.189 -0.344 0.36
H 0.302 6.724 -0.786 -0.706 -0.296 0.461 0.53
H 1.822 6.086 -0.410 0.283 0.314 -0.093 -0.15
H -0.342 5.985 1.689 -0.168 -0.240 0.147 0.49
H 0.290 4.613 0.768 -0.008 -0.017 -0.017 -0.38
H 1.305 5.433 1.960 0.184 0.118 -0.206 0.09
C 5.906 4.065 5.947 -1.174 -0.171 -0.188 -1.23
C 4.374 4.090 5.720 -0.192 -0.986 -0.828 -0.60
N 3.904 3.188 4.615 0.925 0.689 -0.544 0.36
C 4.147 1.753 4.823 0.648 1.268 0.031 -0.79
C 3.843 0.921 3.597 -0.244 -0.460 0.736 0.09
C 2.555 3.488 4.199 -1.370 -0.224 1.176 0.50
C 1.503 3.079 5.267 -0.638 0.051 -0.047 -0.60
H 6.155 4.758 6.751 0.087 -0.045 -0.023 0.42
H 6.393 4.377 5.023 0.107 -0.042 0.073 0.29
H 6.237 3.063 6.219 0.132 0.118 0.039 0.32
H 3.788 3.820 6.599 0.330 0.014 0.643 0.40
H 4.067 5.106 5.472 0.011 0.010 -0.212 0.35
H 5.219 1.650 4.993 0.062 -0.008 0.123 0.45
H 3.671 1.408 5.741 -0.379 -0.370 0.101 0.34
H 2.779 0.870 3.366 -0.017 0.324 -0.309 -0.30
H 4.458 1.273 2.768 -0.267 -0.126 -0.152 0.21
H 4.099 -0.103 3.870 0.263 -0.173 -0.311 0.07
H 2.230 3.049 3.256 0.600 -0.431 -0.091 -0.97
H 2.399 4.551 4.015 0.478 0.249 0.169 0.49
H 1.563 3.652 6.192 0.163 0.194 -0.064 0.45
H 1.493 2.035 5.582 0.495 -0.203 -0.245 0.15
H 0.489 3.212 4.889 -0.083 0.303 -0.164 -0.28
C -0.319 1.724 2.127 0.333 -0.650 0.015 -0.27
C -0.188 0.260 1.685 -0.623 0.679 -0.414 0.99
N 0.215 0.198 0.294 0.319 0.381 -0.617 1.35
C -0.878 0.610 -0.592 -0.502 0.884 -0.074 0.99
C -0.517 1.238 -1.915 1.272 -0.493 -0.688 0.89
C 0.849 -1.071 -0.091 0.651 1.247 0.349 2.03
C 2.261 -1.256 0.516 -1.055 -0.439 0.074 1.06
H -1.131 2.255 1.630 -0.200 -0.219 0.082 -0.46
H 0.588 2.247 1.824 0.196 0.111 0.494 -0.75
H -0.511 1.702 3.200 0.197 0.515 0.073 0.89
H 0.476 -0.325 2.321 0.228 0.321 -0.105 -0.42
H -1.178 -0.177 1.820 -0.439 -0.507 0.035 -0.27
H -1.593 -0.180 -0.821 -0.129 -0.605 0.280 -0.91
H -1.466 1.431 -0.182 -0.087 -0.400 0.908 -0.46
H 0.010 2.188 -1.830 0.025 0.070 0.297 -0.46
H 0.159 0.556 -2.433 0.071 0.047 -0.462 -0.53
H -1.383 1.409 -2.554 -0.169 -0.171 0.148 -0.53
H 1.090 -0.993 -1.151 -0.737 -0.407 -0.280 -0.38
H 0.154 -1.867 0.175 0.107 -0.652 -0.325 -0.95
H 2.242 -1.303 1.605 0.145 0.362 0.053 -0.75
H 2.916 -0.478 0.127 0.073 0.008 0.288 -0.87
H 2.624 -2.234 0.201 0.183 -0.012 -0.135 -0.25
C -1.324 -5.706 -6.487 0.299 0.876 1.311 -1.59
C -0.902 -4.854 -5.237 -1.578 -0.890 -0.238 0.01
N -0.813 -5.677 -4.012 0.051 0.151 -0.905 0.32
C -2.142 -6.042 -3.494 0.684 -0.335 0.122 0.75
C -2.039 -7.229 -2.545 0.643 -0.184 -0.263 -1.43
C 0.079 -5.024 -3.068 0.552 -0.645 -0.337 -1.61
C -0.422 -3.751 -2.416 -0.119 -0.221 0.555 1.79
H -2.299 -6.175 -6.358 0.125 -0.158 0.256 0.30
H -0.547 -6.464 -6.586 -0.178 0.006 -0.592 0.36
H -1.468 -5.033 -7.332 0.505 -0.185 -0.273 0.44
H 0.019 -4.305 -5.436 0.189 -0.309 0.090 0.33
H -1.666 -4.099 -5.054 -0.231 0.483 -0.254 -0.07
H -2.571 -5.224 -2.916 -0.333 0.364 -0.115 -0.57
H -2.810 -6.266 -4.326 0.111 0.055 -0.004 0.55
H -1.436 -8.047 -2.937 -0.062 0.029 -0.518 0.40
H -1.446 -6.901 -1.691 -0.505 -0.100 0.499 0.09
H -3.011 -7.658 -2.301 0.019 0.309 0.404 0.38
H 0.975 -4.842 -3.661 0.126 0.547 -0.069 0.56
H 0.505 -5.762 -2.388 -0.577 -0.053 0.674 0.21
H -1.320 -3.887 -1.814 -0.249 -0.279 -0.080 -0.09
H -0.671 -3.004 -3.170 0.258 0.255 0.104 -0.45
H 0.300 -3.406 -1.677 0.243 0.363 -0.344 -0.74
C -3.744 -5.316 0.337 -0.002 0.444 0.400 0.15
C -3.186 -5.712 1.725 0.420 0.293 -0.406 -1.15
N -1.814 -5.167 2.041 -0.050 -0.091 0.257 -0.02
C -0.744 -5.806 1.238 -0.038 0.401 0.420 -0.35
C 0.712 -5.383 1.601 -1.169 -0.220 -0.158 -0.04
C -1.706 -3.679 2.143 -0.734 -0.623 0.340 1.90
C -2.749 -3.076 3.091 -0.960 -0.461 -0.581 -1.75
H -3.761 -4.226 0.325 0.002 0.077 -0.531 -0.40
H -4.761 -5.648 0.125 -0.222 -0.057 0.562 0.55
H -3.209 -5.703 -0.530 0.554 0.130 0.258 -0.18
H -3.865 -5.414 2.523 -0.008 0.508 -0.124 0.43
H -3.259 -6.796 1.818 0.907 -0.209 0.009 0.51
H -0.908 -5.645 0.172 0.061 0.225 -0.400 -0.19
H -0.863 -6.879 1.387 0.107 -0.106 0.067 0.69
H 1.430 -5.897 0.962 -0.067 -0.141 -0.036 0.58
H 0.921 -5.643 2.638 0.011 0.149 0.042 -0.42
H 0.856 -4.314 1.440 0.063 0.054 0.109 -0.44
H -0.733 -3.371 2.527 0.207 -0.490 -0.084 -0.27
H -1.817 -3.207 1.167 0.019 0.212 -0.392 -0.66
H -2.684 -1.995 3.215 0.581 -0.023 0.193 0.44
H -3.747 -3.188 2.667 -0.103 -0.135 -0.203 0.22
H -2.828 -3.602 4.043 0.446 0.163 0.122 0.22
C -3.097 3.946 -7.814 0.096 0.351 0.857 -1.40
C -2.439 4.554 -6.514 0.556 -0.699 -1.412 -0.37
N -1.034 4.067 -6.413 -0.681 -0.407 0.745 0.93
C -0.183 4.827 -7.348 0.972 -1.527 1.324 -0.58
C 1.239 4.187 -7.416 -0.822 1.008 -0.415 -0.96
C -0.554 3.961 -4.987 -0.174 2.005 -1.480 0.88
C -0.480 5.327 -4.285 -0.166 -0.438 0.870 -0.79
H -2.948 4.585 -8.684 0.049 -0.025 0.032 0.41
H -4.170 3.811 -7.679 -0.084 0.151 0.009 0.45
H -2.687 2.959 -8.025 0.152 0.048 0.087 0.15
H -2.439 5.640 -6.603 -0.136 0.331 0.050 0.59
H -3.056 4.324 -5.645 0.328 -0.304 0.164 -0.15
H -0.572 4.722 -8.360 -0.391 0.313 0.185 0.46
H -0.145 5.862 -7.008 0.138 0.425 -0.431 0.38
H 1.882 4.397 -6.561 -0.240 -0.202 0.110 0.01
H 1.115 3.121 -7.608 0.215 -0.010 0.154 0.14
H 1.719 4.659 -8.274 0.246 -0.200 -0.099 0.50
H 0.460 3.565 -4.927 -0.219 -0.607 -0.344 0.18
H -1.281 3.360 -4.441 0.253 -0.300 -0.094 -1.24
H -1.481 5.701 -4.071 -0.006 0.275 -0.209 0.27
H 0.138 6.104 -4.735 -0.116 -0.180 -0.379 0.36
H -0.031 5.135 -3.311 0.064 0.114 0.283 -0.08
C -2.483 5.109 -1.020 -0.318 0.428 0.030 -0.09
C -3.696 4.331 -0.465 1.937 0.848 -0.438 -0.63
N -3.818 3.049 -1.057 0.228 -1.836 -0.933 1.92
C -3.731 3.025 -2.522 -0.978 0.690 -0.059 0.88
C -4.904 3.781 -3.147 0.132 -0.062 -0.529 -1.94
C -5.010 2.357 -0.573 0.657 -0.137 0.320 -0.35
C -4.862 2.038 0.912 -0.529 -0.201 -0.267 -1.49
H -2.620 5.430 -2.052 -0.020 -0.079 -0.044 -0.03
H -1.537 4.572 -0.951 -0.114 -0.328 0.004 0.01
H -2.345 6.026 -0.447 -0.082 0.055 0.126 -0.09
H -3.429 4.176 0.581 -0.756 0.269 0.237 -0.09
H -4.593 4.920 -0.655 -0.314 0.381 0.577 0.28
H -2.803 3.464 -2.887 0.144 -0.073 0.303 -0.12
H -3.783 2.022 -2.945 0.195 -0.339 0.582 -0.87
H -4.928 3.571 -4.216 -0.088 0.108 -0.146 0.54
H -5.847 3.427 -2.730 -0.021 0.156 -0.091 0.35
H -4.821 4.861 -3.021 -0.099 0.036 0.073 0.33
H -5.105 1.429 -1.138 0.039 -0.027 -0.018 -0.07
H -5.928 2.915 -0.757 -0.255 0.302 0.070 0.29
H -4.931 2.916 1.554 0.270 0.040 -0.072 0.39
H -3.918 1.509 1.044 0.042 0.072 0.294 -0.04
H -5.685 1.396 1.226 0.013 -0.202 0.027 0.54
```
Forces are in eV/Å.

Results
spin multiplicity: 1
LUMO level: 0.581 eV
HOMO: -8.0 eV
frontier orbital gap: 8.54 eV
M: 1416.70 u
E_tot: -111369.8851 eV
relative energy (zero: lowest compared OMol25 entry of this formula, charge and spin): 288.6 kJ/mol